Entry from the Open Molecules 2025 dataset: a single C4H9BrO2 molecule (the ωB97M-V functional and the def2-TZVPD basis).

The value obtained for the energy above the lowest of the compared OMol25 structures with the same formula, charge and spin is 5.739 eV. As for the calculated total energy: -78425.9348 eV. The HOMO energy comes out at -0.3273 hartree.

```
! RIJCOSX wB97M-V def2-TZVPD def2/J DEFGRID3
* xyz 0 1
C 0.645 1.357 0.300
C 0.034 -0.750 1.015
C 0.907 -0.652 -1.356
C 0.107 0.037 -0.265
O -1.211 0.116 -0.895
O -3.369 -0.579 0.657
Br -2.618 0.622 -0.003
H 1.651 1.198 0.668
H 0.598 2.109 -0.551
H 0.000 1.686 1.009
H -0.503 -1.631 1.186
H -0.370 -0.127 1.868
H 0.957 -0.991 1.391
H 0.650 -0.135 -2.261
H 1.962 -0.575 -1.418
H 0.560 -1.684 -1.344
*
```